This record from the Open Molecules 2025 dataset describes a 2-piece molecular cluster, C7H14O3 overall in a non-equilibrium geometry. The level of theory is ωB97M-V/def2-TZVPD.

Structure (ORCA input):
```
! RIJCOSX wB97M-V def2-TZVPD def2/J DEFGRID3
* xyz 0 1
C 2.2319 0.4731 1.1122
C 0.9021 0.7445 0.4012
C 1.0599 1.8457 -0.6456
C 0.3144 -0.5515 -0.1521
C -0.2201 -1.5158 0.8628
C -1.8170 -1.2951 1.1065
O -2.3083 -1.2411 2.2094
C -0.2858 -0.6443 -1.5732
O 1.0155 -1.1121 -1.2442
H 2.6171 1.3992 1.5607
H 2.1270 -0.2653 1.9188
H 2.9796 0.1012 0.3968
H 0.1861 1.1084 1.1569
H 1.7195 1.5242 -1.4653
H 0.0923 2.1444 -1.0703
H 1.5051 2.7376 -0.1836
H 0.3591 -1.5245 1.7940
H -0.2188 -2.5622 0.5216
H -2.3865 -1.7470 0.2636
H -0.9634 -1.4649 -1.8332
H -0.2813 0.2169 -2.2449
O -3.1937 0.3159 -0.8348
H -2.5855 0.2212 -1.6747
H -2.8492 1.0916 -0.3826
*
```

Calculated values
energy above the lowest of the compared OMol25 structures with the same formula, charge and spin = 2.817 eV
structure (SMILES) = CC(C)[C@@]1(CC=O)CO1.O
lowest unoccupied orbital energy = 0.0187 Ha
HOMO-LUMO gap = 10.0356 eV
highest occupied orbital energy = -9.53 eV
max |F| = 3.704 eV/A